ORCA calculation (wB97M-V/def2-TZVPD) on a cluster of 2 separate species, C5H11N2O in total in a non-equilibrium geometry.

Last column: natural (NBO) charge in e.
Element x y z (Å)
O: -0.6056 -2.1446 2.9549  -0.95
N: -0.1041 2.9515 -3.2366  -0.44
N: -0.2755 3.5722 -1.1607  -0.46
C: 0.0000 0.0000 0.0000  -0.61
C: 0.1457 1.8845 -2.4537  -0.07
C: 0.2488 1.5361 0.2156  -0.42
C: 0.0744 2.2886 -1.1378  0.18
C: -0.4720 3.9889 -2.4491  0.22
H: -0.0648 -0.4765 0.9927  0.25
H: 0.7826 -0.5114 -0.5853  0.22
H: -0.0552 3.0713 -4.2645  0.47
H: -0.4342 -2.8662 3.6016  0.48
H: -0.7488 4.9888 -2.7832  0.26
H: 0.0214 -1.4300 3.2087  0.46
H: 0.4839 0.9619 -2.9254  0.26
H: -0.4846 2.0265 0.8842  0.22
H: -0.3751 4.1385 -0.2988  0.46
H: -0.9663 -0.1292 -0.5160  0.22
H: 1.2606 1.7541 0.6084  0.24

strongest force on any atom	2.9	eV Å⁻¹
energy relative to the best compared isomer or geometry (same formula, charge and spin)	18.6	kcal per mole
charge	+1
E_tot	-381.634376	Eh

=====

ORCA calculation (wB97M-V/def2-TZVPD) on the ion C5H11N2O with charge +1 in a non-equilibrium geometry.

Last column: natural (NBO) charge in e.
Element x y z (Å)
O: 0.1902 2.2881 -2.2163  -0.53
N: 1.3896 -0.2664 -1.4362  -0.73
N: -0.2408 1.4354 -1.2200  -0.26
C: -0.3202 -0.4575 0.5080  -0.04
C: 0.3410 -1.6165 1.1428  -0.44
C: -1.7217 -0.1372 0.7046  -0.60
C: 0.8109 -0.2653 1.5558  -0.40
C: 0.3110 0.2478 -0.9208  0.55
H: 0.5329 0.0396 2.5454  0.24
H: -0.3625 2.3176 -3.0130  0.51
H: 1.6646 -1.3002 -1.2787  0.46
H: 1.0410 -2.3779 0.6647  0.24
H: -0.2126 -2.1544 1.9587  0.27
H: 1.7786 0.1920 1.2305  0.24
H: -1.9101 -0.1652 1.8767  0.25
H: -0.9642 1.7925 -0.6345  0.41
H: 1.8353 0.2409 -2.1267  0.42
H: -1.8410 0.9142 0.5171  0.19
H: -2.3218 -0.7276 0.1419  0.23

strongest force on any atom	5.4	eV Å⁻¹
energy relative to the best compared isomer or geometry (same formula, charge and spin)	98.3	kcal per mole
charge	+1
E_tot	-381.507369	Eh

=====

ORCA calculation (wB97M-V/def2-TZVPD) on the ion C5H11N2O with charge +1 in a non-equilibrium geometry.

Last column: natural (NBO) charge in e.
Element x y z (Å)
O: -2.0689 0.0174 1.0842  -0.56
N: 0.1508 -0.0040 -2.8568  -0.75
N: -0.4736 0.7367 -0.7653  -0.50
C: -1.3163 -0.6639 1.7553  0.48
C: 0.8174 0.7981 -0.0929  -0.25
C: 0.1052 -0.2962 2.1155  -0.53
C: 1.0136 -0.3320 0.8994  -0.41
C: -0.7603 0.2466 -1.9262  0.40
H: 1.0044 0.5302 -2.8743  0.41
H: 1.6912 0.9071 -0.7338  0.23
H: -1.6938 -1.6422 2.0950  0.15
H: 0.8844 -1.2643 0.3470  0.21
H: -1.2587 0.8845 -0.1407  0.46
H: 0.1547 0.6726 2.5577  0.25
H: 2.1015 -0.4192 1.0475  0.26
H: 0.4116 -1.0794 2.7955  0.25
H: 0.8264 1.7414 0.4199  0.23
H: 0.1217 -0.6831 -3.6118  0.44
H: -1.7113 -0.1504 -2.1151  0.22

strongest force on any atom	2.2	eV Å⁻¹
energy relative to the best compared isomer or geometry (same formula, charge and spin)	30.2	kcal per mole
charge	+1
E_tot	-381.615847	Eh

=====

ORCA calculation (wB97M-V/def2-TZVPD) on a cluster of 2 separate species, C5H11N2O2 in total in a non-equilibrium geometry.

Last column: natural (NBO) charge in e.
Element x y z (Å)
O: 2.7847 -1.0556 -0.3789  -0.64
O: -0.1925 0.6516 0.9161  -0.54
N: 0.7810 -2.1836 0.1231  -0.84
N: -2.1353 -0.3765 -0.5416  -0.57
C: 0.8001 2.5172 -0.4803  -0.64
C: 1.0360 0.1514 0.5020  0.05
C: -3.1053 -0.8547 0.1358  0.14
C: 0.9079 1.5701 0.6783  0.10
C: 1.5332 -1.0187 0.1079  0.43
H: 1.7796 2.9572 -0.6567  0.25
H: 0.0993 3.3180 -0.2493  0.23
H: -3.8959 -1.4280 -0.3254  0.23
H: 1.2864 1.9989 1.6018  0.21
H: 1.2991 -3.0495 0.0659  0.39
H: 3.0852 -1.9618 -0.5182  0.49
H: -2.0580 -0.5406 -1.5424  0.44
H: -3.1577 -0.6581 1.1971  0.23
H: 0.4789 2.0051 -1.3862  0.21
H: -1.3693 0.1713 -0.0563  0.46
H: 0.0426 -2.2138 0.8072  0.39

strongest force on any atom	1.7	eV Å⁻¹
energy relative to the best compared isomer or geometry (same formula, charge and spin)	68.3	kcal per mole
charge	+1
E_tot	-456.767607	Eh